Entry 1:
Computed, not measured: a molecular structure, C14H19Ag3NO16Zn2 in a non-equilibrium geometry, with ωB97M-V with the def2-TZVPD basis set.

Computed properties:
HOMO level   1.616 eV
Frontier orbital gap   3.13 eV

```
! wB97M-V def2-TZVPD RIJCOSX def2/J DEFGRID3
* xyz -3 1
Ag -1.21 -2.16 -4.06
Ag -2.03 -2.77 2.15
Ag 1.61 -0.68 0.94
Zn 0.00 -2.98 -0.37
Zn -3.12 -3.32 -1.38
O 2.54 -2.95 1.47
O -3.66 -5.14 -0.51
O -1.69 -4.49 -0.28
O -2.96 -1.75 -0.06
O 2.87 1.69 0.51
O 1.63 -2.04 -1.37
O 0.53 -3.48 -2.43
O -4.93 -3.35 -2.31
O -1.68 -1.88 -1.57
O -3.22 -3.62 -3.35
O -4.94 -4.62 -4.18
O 1.27 -4.37 0.59
O -1.00 -1.19 0.27
O -2.20 -6.49 0.54
O 2.52 -3.33 -3.04
O 0.30 -3.13 1.72
N 1.57 2.03 0.66
C 1.51 4.03 -0.97
C 1.67 3.87 2.35
C -4.55 -3.64 -3.51
C -0.36 2.46 2.08
C -1.98 -1.18 -0.54
C -0.99 3.20 0.92
C 1.56 -2.67 -2.52
C 1.03 2.66 -0.59
C 1.30 1.65 -1.73
C 1.18 2.44 2.05
C -0.49 2.56 -0.38
C 1.50 -3.69 1.65
C 1.66 1.39 3.11
C -2.55 -5.44 -0.03
H 1.43 4.58 1.57
H 3.27 2.57 0.45
H -2.06 3.18 1.13
H 1.62 2.17 -2.63
H -0.73 4.26 0.98
H 2.76 3.83 2.33
H 1.42 0.33 2.99
H 0.52 0.95 -2.03
H 1.72 1.74 4.14
H 2.75 1.31 2.98
H 0.95 4.87 -0.55
H -0.84 3.08 2.85
H -0.84 1.55 -0.19
H 1.34 4.21 -2.03
H -0.71 1.45 2.32
H 2.57 4.16 -0.77
H 2.04 0.88 -1.50
H -1.09 3.05 -1.16
H 1.20 4.20 3.28
*
```



Entry 2:
Computed, not measured: a single C5H9NO molecule in a non-equilibrium geometry, with ωB97M-V with the def2-TZVPD basis set.

Computed properties:
HOMO level   -10.458 eV
Structure (SMILES)   COC[C@@H](C)C#N
Relative energy (zero: lowest compared OMol25 entry of this formula, charge and spin)   34.4 kcal per mole
Frontier orbital gap   11.29 eV

```
! wB97M-V def2-TZVPD RIJCOSX def2/J DEFGRID3
* xyz 0 1
O -0.87 0.01 -1.00
N 1.04 -0.06 3.37
C -0.28 0.55 0.15
C 0.44 -0.60 0.87
C 1.62 -1.17 0.09
C 0.82 -0.23 2.24
C -1.54 0.99 -1.76
H -0.85 1.78 -2.10
H 2.05 -2.01 0.64
H 0.42 1.36 -0.11
H 1.29 -1.54 -0.89
H -2.35 1.46 -1.19
H -0.31 -1.39 1.04
H -1.97 0.50 -2.64
H 2.41 -0.42 -0.07
H -1.05 0.97 0.82
*
```